A 2-piece molecular cluster, C5H11N overall at a distorted geometry, computed with the ωB97M-V functional and the def2-TZVPD basis.

The geometry in ORCA input format:
```
! RIJCOSX wB97M-V def2-TZVPD def2/J DEFGRID3
* xyz 0 1
C -1.4666 -1.1118 -0.0513
C -1.4534 0.5277 -0.0308
C -0.0818 1.1118 -0.5639
C 1.0643 1.1694 0.5363
C 2.2093 0.6473 -0.0136
N 2.0805 -0.7255 -0.5183
H -0.6931 -1.6005 0.5670
H -2.5328 -1.6088 0.1869
H -1.2007 -1.5472 -1.0793
H -1.5944 0.8210 1.0332
H -2.2305 0.8995 -0.6668
H -0.1091 2.0911 -1.0053
H 0.3936 0.2707 -1.2443
H 0.8679 1.9185 1.3304
H 0.4479 -0.3502 1.7849
H 1.4034 -1.1932 0.1262
H 2.8955 -1.3197 -0.3912
*
```

Computed properties:
energy relative to the best compared isomer or geometry (same formula, charge and spin): 164.0 kcal per mole
E_LUMO: -0.907 eV
HOMO level: -0.2965 Ha

Atomic partial charges in e from the Löwdin method, atoms 1 to 4: -0.151 -0.234 -0.206 -0.193